Formula: C25H73O12S11
Source: OMol25
Level of theory: ωB97M-V/def2-TZVPD

The geometry in XYZ format:
```
121
Properties=species:S:1:pos:R:3:forces:R:3:mulliken_charge:R:1
C -0.00353 1.55579 0.17800 -1.3215 -5.9223 -3.0005 -0.73
C 0.17533 0.28531 1.02427 2.0996 -0.1902 0.2226 0.52
C 0.58975 -0.83024 -0.06376 -1.6304 2.4627 5.6294 0.69
O 0.96389 0.36662 2.17093 -0.4361 -0.4124 -5.0870 -0.09
H -0.78152 1.27373 -0.53142 0.9554 0.0723 0.7535 0.40
H 0.89644 1.71887 -0.41492 -1.9244 -0.9182 1.8369 -0.73
H -0.33211 2.38867 0.79965 -0.0737 -4.1480 -6.4556 -0.24
H -0.84617 0.08057 1.34475 0.8152 -1.5133 0.2264 2.26
H 1.58612 -0.67031 -0.47581 -2.9528 4.1191 6.1314 -1.17
H -0.15257 -1.12221 -0.80661 0.8754 2.1402 2.0451 0.77
H 0.76114 -1.78693 0.42967 0.1037 3.7460 0.8667 0.01
C -0.97673 3.36832 1.51205 -1.2405 7.2817 0.9792 0.17
S 0.07714 4.93963 1.43311 -2.2886 0.4597 -1.1015 0.54
O 0.15857 5.14826 -0.06390 -0.0549 0.3515 0.4856 -0.79
C -1.12967 6.19203 2.13584 0.4115 -0.4104 -0.1066 -1.02
H -1.66537 3.38671 2.35676 0.5487 3.8584 -3.4451 -0.05
H -0.50534 2.39266 1.63033 -1.2093 1.7756 5.2166 -0.31
H -1.58715 3.36911 0.60901 1.7134 0.6320 -0.2471 1.13
H -0.98935 6.13597 3.21531 -0.1097 -0.1509 0.0977 0.32
H -2.18142 6.04519 1.89018 0.1365 -0.2946 -0.1673 0.23
H -0.82789 7.19236 1.82539 0.1969 -0.1353 -0.2190 0.44
C 1.46637 2.70710 1.16866 0.9325 3.4068 1.8674 -2.12
S 1.45260 2.52185 3.02250 5.2048 -1.3762 -0.6832 1.06
O 2.70078 1.63113 3.26202 -1.9252 2.4052 1.2625 -0.79
C 2.14377 4.14150 3.54741 0.1710 0.4454 -0.5453 -1.10
H 1.59052 1.69403 0.78609 0.3141 1.9006 2.1550 -0.74
H 2.29088 3.31705 0.79954 -0.9237 0.8621 0.4177 1.47
H 0.48100 3.03579 0.83831 4.7933 2.2937 0.0128 -0.30
H 3.11402 4.21686 3.05647 0.0274 -0.0599 -0.1282 0.36
H 2.33657 4.24622 4.61510 -0.4061 -0.5003 0.0650 0.39
H 1.50079 4.93511 3.16677 0.3950 -0.0112 0.6441 0.27
C 1.32276 -2.88011 2.25698 0.7988 3.7718 5.6660 -0.90
S 1.15584 -1.93783 3.83957 -0.1134 0.7247 -0.0559 -0.12
O 2.19242 -0.82404 3.85833 -1.2586 -2.4650 0.5211 -0.44
C -0.52120 -1.32989 3.37141 -0.7224 -1.9375 -0.6789 -0.07
H 2.17752 -3.48948 2.55048 -0.0184 -0.4937 -0.2485 0.48
H 1.66213 -2.28096 1.41203 -0.4989 2.5741 3.9057 0.95
H 0.49828 -3.51041 1.92375 0.0650 1.9052 2.7157 0.86
H -1.24004 -2.07510 3.03078 0.2673 -1.0895 0.6718 0.36
H -0.37592 -0.76011 2.45362 -0.2088 -0.7164 1.2937 -0.89
H -0.97197 -0.71100 4.14722 0.2968 -2.5809 -0.7963 0.36
C 3.73466 2.87865 -1.58895 -0.7220 -0.0125 0.9017 -0.68
S 3.88025 1.47428 -0.37509 0.7834 -0.7313 0.3549 -0.37
O 3.25081 1.83365 0.94369 6.3699 -2.5709 -2.3026 -0.08
C 2.70501 0.25863 -1.19466 2.6088 2.7573 -0.6589 0.05
H 2.80187 3.36891 -1.31029 -0.1698 -0.0721 -0.6046 0.16
H 3.74420 2.48733 -2.60623 -0.1166 0.1697 0.2498 0.23
H 4.45181 3.68453 -1.43282 0.6024 -0.5865 0.2670 0.49
H 2.94874 0.13089 -2.24935 -0.1061 1.0526 -0.2747 0.75
H 1.70019 0.59108 -0.93404 1.6011 0.6601 -0.9956 0.42
H 2.73291 -0.80008 -0.93684 3.4786 1.9996 1.0231 0.59
C -0.69410 -5.45055 -0.04527 0.8182 -6.7244 5.9073 -0.34
S 0.73719 -5.08985 1.13074 0.1773 -3.8706 -3.1230 0.29
O 1.91358 -6.02438 0.84040 -1.2969 0.8283 0.2488 -0.74
C 1.26387 -3.54971 0.30870 3.0397 -6.6362 -2.6277 -1.06
H -0.92940 -6.51004 0.05583 0.1755 -0.4918 0.7586 0.58
H -0.51161 -5.08907 -1.05726 0.5495 -4.7600 0.9187 -0.12
H -1.51294 -4.92720 0.44841 0.1297 -0.3016 -0.2406 0.11
H 1.75329 -3.94228 -0.58261 -0.5892 -1.6906 0.6767 0.99
H 2.11197 -3.22666 0.91240 0.6017 -2.1307 -2.8077 0.44
H 0.59359 -2.72147 0.07881 1.2463 -3.5372 0.4818 -2.81
C 0.42284 2.12569 -1.96244 0.3311 1.5170 -3.1154 0.71
S 0.78816 2.55015 -3.68900 0.5727 -0.2963 -0.4781 0.04
O 2.23675 2.12264 -3.98393 -2.0173 0.1063 0.2079 -0.61
C -0.26784 1.18662 -4.27290 0.2413 -0.0193 -0.7319 -0.66
H -0.59791 2.33878 -1.64499 0.1846 0.5634 -1.2790 0.84
H 1.03366 2.72262 -1.28520 0.1969 0.6152 -1.4758 -0.59
H 0.60239 1.05431 -1.87294 -0.2832 0.6158 -0.8906 -0.67
H 0.19652 0.28509 -3.87328 -0.2034 0.4900 -0.3492 0.18
H -0.26840 1.16484 -5.36269 0.3934 -0.0346 -0.0290 0.57
H -1.32521 1.23687 -4.01299 0.0991 0.3594 0.5515 0.26
C 2.68490 -3.90908 -3.53093 -0.1912 0.4276 -0.7061 -0.86
S 2.44513 -2.07972 -3.26610 1.7324 -1.5856 0.4046 0.27
O 1.23638 -1.66343 -4.05704 5.7649 -1.5566 -5.2885 -0.42
C 1.95560 -2.18352 -1.45623 3.0847 -2.7883 -4.1964 -0.39
H 2.88345 -4.04512 -4.59402 0.5454 0.2514 0.0132 0.52
H 1.76827 -4.47886 -3.37846 0.5944 0.1912 0.3636 0.28
H 3.50633 -4.25176 -2.90171 -0.0305 0.0725 -0.0740 0.38
H 2.84138 -2.49395 -0.90202 0.5085 -0.1426 -0.4125 1.14
H 1.17663 -2.92192 -1.26632 1.7144 1.4705 -1.2140 -0.21
H 1.60939 -1.22899 -1.05988 0.6608 -5.3135 -3.6056 -0.79
C -2.45578 0.58571 0.14301 -2.9505 -0.5013 -2.2054 0.65
S -3.73095 1.76284 0.65432 -4.1855 -2.4908 -4.4215 -0.11
O -3.12874 3.10136 1.03853 -6.6399 8.9329 -10.1370 -0.64
C -4.50892 2.28532 -0.96117 1.2052 0.1657 0.6644 -1.15
H -1.65924 0.79206 0.85789 -1.3612 -3.3419 -4.8622 -1.00
H -2.13078 0.71649 -0.88916 -0.9298 -0.5632 -0.1270 -0.09
H -2.90404 -0.36718 0.42438 -0.2103 -0.1846 -0.3624 0.33
H -4.72425 1.39755 -1.55582 -0.2199 0.1550 0.0784 0.34
H -3.78975 2.94543 -1.44609 0.0559 -0.2188 -0.2937 0.32
H -5.36439 2.91863 -0.72626 -0.1477 -0.4319 0.0663 0.44
C -0.00358 -1.61698 -2.43320 -6.5379 0.8345 -0.5475 -2.41
S -0.07996 -3.50301 -2.50184 -1.5354 1.5126 -2.2112 0.43
O -0.65734 -3.95344 -1.16820 -0.3681 5.4080 -9.2628 -0.70
C -1.39261 -3.77483 -3.74445 1.3618 0.2991 -1.5032 -1.26
H 0.65246 -1.04646 -1.77577 -1.7298 -0.9698 -3.0779 2.31
H -1.01622 -1.26719 -2.23246 -0.2541 -0.2742 0.4133 0.16
H 0.23917 -1.22314 -3.42014 -2.3933 -0.1089 1.1237 0.31
H -0.96358 -3.51102 -4.71111 0.2184 0.3046 0.0275 0.49
H -2.18454 -3.08637 -3.44956 1.3939 -0.4525 -3.7404 0.57
H -1.73160 -4.80156 -3.88237 0.0895 -0.0879 0.7754 0.44
C -2.39020 1.77319 2.24931 3.9342 -8.9910 9.8303 -0.68
S -1.45283 2.54243 3.60520 -0.4636 -3.3223 7.8800 1.11
O -2.48612 2.89803 4.66636 0.5172 -0.5727 -0.6474 -0.95
C -0.44654 1.05970 4.16474 -2.3525 0.8378 1.9828 -0.33
H -3.10180 2.50377 1.86463 0.4987 1.3477 5.9402 -0.78
H -2.85372 0.90735 2.72214 0.5536 -0.8417 0.5627 1.40
H -1.71399 1.36937 1.49581 -0.7336 3.7989 5.2293 -0.07
H -1.15839 0.35277 4.59093 -0.7739 2.1314 1.1355 0.60
H 0.30328 1.23719 4.93570 -0.0327 0.6453 -0.0636 0.36
H -0.02463 0.42753 3.38344 0.5706 2.1732 0.0295 -1.09
C -1.21412 -2.43479 0.21551 -1.7962 1.9894 -0.2450 1.11
S -2.84485 -3.22354 -0.18673 -2.0859 3.2086 1.6156 0.39
O -3.84259 -2.41328 0.69601 1.4009 -1.4116 -1.2782 -0.80
C -3.12388 -2.52946 -1.90348 -0.4054 0.5341 1.8672 -0.92
H -1.24351 -1.34962 0.11730 -1.8857 -0.7824 1.3716 -0.88
H -0.48606 -2.63936 -0.56947 -2.5669 1.4225 1.2359 0.88
H -0.60040 -2.73866 1.06352 -2.1869 0.0139 0.6200 -1.04
H -2.52357 -3.17095 -2.54862 -2.4439 0.8384 3.3864 -0.02
H -2.89152 -1.46628 -1.96506 0.7490 -0.0585 0.2138 0.25
H -4.18086 -2.44538 -2.15615 -0.2438 -1.1049 0.3651 0.67
```
Positions in Å, forces in eV/Å.

As for the HOMO energy: -0.1580 hartree. The value obtained for the maximum force is 0.2928 Eh/bohr. The HOMO-LUMO gap is 5.65 eV. As for the net charge: -1. The molar mass is 918.58 g mol⁻¹.